Entry 1:
A molecular structure, C43H38CaN10O3S4, computed with the ωB97M-V functional and the def2-TZVPD basis.

Geometry as XYZ:
```
99
Properties=species:S:1:pos:R:3:forces:R:3:mulliken_charge:R:1
Ca 0.861298 0.661499 0.052616 0.98 0.91 -0.39 1.647
C -2.268015 -3.724009 6.850927 -0.02 -0.05 -0.05 -0.754
O -2.561681 -4.968467 6.248385 0.04 -0.01 0.06 -0.483
C -2.908938 -4.943627 4.923097 -0.03 0.12 -0.09 0.807
C -3.069435 -6.174452 4.299634 -0.03 0.00 -0.09 -0.562
C -3.422607 -6.225979 2.959496 0.07 -0.16 0.14 -0.370
C -3.582091 -5.065179 2.221129 -0.23 -0.28 -0.57 -0.006
C -3.448715 -3.840148 2.853599 -0.01 0.17 0.09 -0.279
C -3.116169 -3.771715 4.198307 0.01 -0.08 0.02 -0.124
N -4.089469 -5.189004 0.853618 0.10 0.37 0.67 -0.800
N -3.623181 -4.480629 -0.057287 0.42 -0.13 -0.21 -0.283
C -2.399934 -3.770128 0.084053 -0.48 0.09 -0.13 -0.507
C -1.275721 -4.276602 0.696853 0.24 -0.19 0.10 -0.305
C -0.103596 -3.546893 0.815137 -0.01 -0.05 -0.07 -0.976
C 0.005416 -2.228269 0.349077 -0.29 0.09 0.07 0.285
O 1.039933 -1.512793 0.552660 -0.15 -0.25 0.09 -0.986
C -1.175680 -1.693891 -0.341065 0.25 0.21 -0.01 0.493
N -1.119668 -0.402769 -0.784772 -0.22 -0.58 0.04 0.544
C -2.165201 0.121587 -1.366399 -0.02 -0.02 -0.02 -1.289
C -3.363347 -0.587148 -1.573262 0.02 0.19 -0.08 -1.318
C -3.448284 -1.873118 -1.137308 0.06 -0.18 0.08 -0.918
C -2.336479 -2.474168 -0.497100 -0.16 0.04 0.09 1.515
H -1.945034 -3.943001 7.865692 0.00 -0.02 0.01 0.281
H -3.149753 -3.078252 6.885207 0.00 0.02 0.00 0.318
H -1.467741 -3.204317 6.318043 0.01 0.02 0.00 0.294
H -2.916930 -7.078333 4.875330 0.00 0.00 0.00 0.403
H -3.560576 -7.179707 2.464062 -0.01 0.00 0.02 0.361
H -3.583497 -2.919456 2.300022 0.01 -0.01 -0.01 0.357
H -3.005570 -2.798084 4.652544 -0.01 0.01 -0.01 0.155
H -1.292386 -5.289305 1.081993 -0.05 0.01 0.03 0.424
H 0.775998 -3.982296 1.271591 -0.01 -0.04 0.00 0.473
H -2.059741 1.144921 -1.714420 -0.02 0.00 0.01 0.811
H -4.195935 -0.102936 -2.068239 0.01 0.00 0.00 0.465
H -4.354408 -2.451873 -1.260407 0.01 -0.01 0.00 0.439
S 2.788048 0.270940 -2.119095 -0.02 -0.02 -0.03 -0.256
C 2.756355 -1.299315 -2.882664 -0.06 0.01 0.13 0.741
S 1.368412 -2.302109 -2.880214 0.16 0.09 -0.03 -0.494
C 3.944393 -1.727357 -3.505826 0.30 -0.10 -0.24 0.224
C 5.148486 -0.952963 -3.513467 -0.36 -0.26 0.04 0.034
N 6.155960 -0.385881 -3.554673 0.05 0.06 -0.05 -0.738
C 4.028817 -2.961643 -4.225730 -0.06 0.36 0.13 -0.128
N 4.153411 -3.928275 -4.847687 0.05 -0.06 0.01 -0.710
N 2.628096 -0.996919 2.824229 0.01 0.02 0.08 -0.319
C 2.980563 0.305441 2.746874 -0.28 -0.42 -0.43 0.281
N 2.904318 1.001669 1.643936 0.00 0.09 0.20 -0.064
C 3.459402 2.250798 1.822206 -0.09 0.01 -0.39 0.129
C 3.897867 2.538535 3.066942 0.03 0.03 0.06 -0.474
S 3.658350 1.160778 4.087431 0.18 0.16 0.29 -0.355
C 3.571080 3.112524 0.633191 -0.26 -0.34 0.07 -1.045
C 4.579138 3.981677 0.408358 0.05 0.07 0.05 -0.324
S 4.388384 4.685711 -1.152977 0.31 0.22 0.01 -0.370
C 2.965649 3.735841 -1.384350 -0.58 -0.31 -0.13 0.023
N 2.635520 2.970692 -0.382328 0.42 0.16 0.21 0.722
N 2.215844 3.879428 -2.509139 0.02 0.11 -0.02 -0.105
H 2.088585 -1.378210 2.030745 0.02 0.11 0.02 0.202
H 2.418113 -1.365497 3.735234 -0.04 0.00 -0.03 0.253
H 4.319715 3.458800 3.431289 0.00 0.00 0.02 0.493
H 5.438021 4.173266 1.027031 0.02 0.00 -0.02 0.511
H 2.701668 4.196854 -3.330931 -0.01 -0.07 -0.04 0.344
H 1.521414 3.154869 -2.690181 0.04 -0.09 0.01 0.078
C -0.432448 4.298112 -0.374025 -0.01 0.06 0.01 -1.273
N -0.300493 3.363749 0.726640 -0.18 -0.30 -0.02 1.345
C 0.377713 3.983643 1.850508 0.04 0.05 -0.06 -1.293
C -1.624576 2.883401 1.128230 0.00 0.05 0.04 -1.691
C -1.586834 1.832032 2.220206 0.14 0.10 -0.21 0.575
C -2.491447 1.950513 3.271999 0.01 -0.08 0.02 -0.671
C -2.541316 0.978763 4.265647 0.00 0.00 -0.04 -0.939
C -1.671952 -0.099590 4.174505 0.00 0.06 -0.05 -0.584
C -0.765304 -0.175564 3.115956 0.02 -0.03 -0.05 -0.490
C -0.653143 0.781012 2.087320 -0.30 -0.07 0.51 0.968
H -1.076208 5.155159 -0.101618 0.01 0.01 -0.02 0.340
H -0.869303 3.802047 -1.242841 -0.01 -0.03 0.01 0.164
H 0.544087 4.679086 -0.664970 0.02 0.00 0.01 0.332
H -0.215128 4.822350 2.259294 0.01 0.01 0.02 0.328
H 1.344301 4.367260 1.523691 0.00 0.02 0.01 0.386
H 0.538002 3.252342 2.641604 -0.02 -0.02 -0.01 0.236
H -2.092651 2.465644 0.230206 -0.03 -0.02 0.03 0.241
H -2.253762 3.738895 1.443786 0.01 0.02 0.00 0.328
H -3.163786 2.804405 3.314717 -0.02 0.00 0.01 0.319
H -3.247582 1.061860 5.084735 0.00 0.00 0.01 0.344
H -1.697225 -0.883387 4.928350 0.02 0.02 0.01 0.462
H -0.126569 -1.057676 3.088390 0.03 0.00 -0.02 0.069
C -0.744983 0.036784 -4.371618 -0.05 0.13 -0.03 -0.265
C -0.028539 1.329412 -4.227091 0.32 0.15 -0.20 0.383
O 0.106317 1.924259 -3.171785 -0.50 0.01 0.09 -0.224
C 0.703724 1.863632 -5.432390 0.06 -0.17 0.23 0.028
C 0.044855 2.219699 -6.599305 -0.05 0.05 -0.07 -0.303
C 0.759219 2.763186 -7.659760 0.00 -0.04 0.04 -0.603
C 2.136926 2.907759 -7.563149 -0.01 -0.01 0.03 -0.354
C 2.800050 2.506987 -6.408665 -0.02 0.02 -0.03 -0.997
C 2.085756 1.992646 -5.336048 0.10 -0.02 -0.09 -0.167
H -0.055694 -0.696227 -3.904629 -0.02 -0.14 0.05 -0.412
H -0.886063 -0.250525 -5.411633 -0.03 0.05 -0.01 0.536
H -1.679103 0.001832 -3.814249 0.06 0.02 -0.02 0.091
H -1.028449 2.083485 -6.674073 0.00 0.01 -0.02 0.421
H 0.242674 3.057660 -8.565068 0.00 0.01 -0.01 0.365
H 2.696649 3.314391 -8.396536 0.01 0.00 -0.01 0.371
H 3.878655 2.581002 -6.346493 0.00 -0.02 0.01 0.460
H 2.585156 1.628849 -4.440852 0.03 0.05 0.06 0.413
```
Positions in Å, forces in eV/Å.

Results
Orbital gap: 0.18780 hartree
Energy relative to the best compared isomer or geometry (same formula, charge and spin): 0.00 kcal/mol
Electronic energy: -4705.19040 Eh
Charge: -2

***

Entry 2:
2 unconnected molecules or ions with the total composition C20H19BrN3O4S3, computed with the ωB97M-V functional and the def2-TZVPD basis.

Geometry as XYZ:
```
50
Properties=species:S:1:pos:R:3:forces:R:3:mulliken_charge:R:1
C 2.568687 -2.357492 -5.930915 -0.30 -0.06 0.16 -0.480
C 3.765426 -1.858333 -5.106125 0.13 0.18 0.24 -0.445
C 3.247446 -0.732822 -4.187019 0.36 -0.28 -0.14 -0.689
N 1.811766 -0.749174 -4.382890 -0.24 0.44 0.20 0.089
C 1.018638 0.172047 -3.751508 -0.08 -0.52 -0.51 0.206
S 1.650881 1.005117 -2.435471 0.72 0.52 0.32 -0.427
S -0.530943 0.388639 -4.374872 -0.71 0.18 0.12 -0.522
C 1.380022 -1.439284 -5.587579 0.37 -0.09 -0.36 -0.710
H 2.776256 -2.334291 -7.001412 -0.02 -0.11 0.02 0.272
H 2.308870 -3.380974 -5.652418 0.14 -0.02 -0.10 0.236
H 4.182075 -2.658212 -4.491555 0.09 -0.03 -0.17 0.240
H 4.554378 -1.466580 -5.750537 0.06 -0.15 0.04 0.273
H 3.490572 -0.891293 -3.123130 -0.11 0.07 -0.47 0.302
H 3.690031 0.242727 -4.473150 -0.30 -0.27 0.17 0.300
H 1.187036 -0.737170 -6.421135 -0.06 -0.09 0.40 0.319
H 0.449206 -2.002639 -5.415730 0.35 0.34 0.00 0.326
C -2.930851 -3.088767 5.230356 -0.05 -0.02 0.04 -1.402
C -2.102436 -2.438556 4.153063 0.15 0.18 -0.27 1.005
C -0.718684 -2.317215 4.315383 0.05 0.03 -0.21 -0.645
C 0.073702 -1.718079 3.335872 -0.28 0.23 0.11 -0.378
C -0.534792 -1.195318 2.189088 -0.09 -0.27 0.17 0.124
S 0.502955 -0.495561 0.916791 0.01 1.01 -1.60 1.401
O 1.838623 -0.364044 1.431809 -0.86 -0.21 0.04 -0.675
O 0.203827 -1.120032 -0.338806 0.14 -0.08 1.04 -0.625
N -0.099810 1.131263 0.662601 0.55 -0.74 1.42 0.186
C -0.213635 2.091654 1.684945 -0.27 -0.02 0.08 -0.012
C 0.137351 2.001969 3.032054 0.03 0.24 0.20 -0.473
C -0.215136 3.062245 3.873232 -0.12 0.20 -0.79 -0.764
C -0.923285 4.172227 3.359049 -0.05 -0.24 -0.33 -0.429
C -1.290524 4.233741 2.005529 0.49 -0.28 0.84 -0.124
Br -2.396737 5.629651 1.378303 0.03 0.10 0.31 -0.187
C -0.891258 3.211023 1.143543 -0.02 -0.10 -0.70 0.460
C -1.105435 2.896872 -0.266118 0.53 -1.06 1.27 0.287
N -1.783870 3.683078 -1.238711 -1.35 1.21 -2.30 0.989
O -1.458157 4.879731 -1.424904 -0.34 -2.35 0.65 -0.531
O -2.694096 3.120747 -1.890381 1.69 0.94 1.25 -0.572
C -0.634302 1.617576 -0.494158 -0.88 0.95 -0.48 -1.274
C -1.909964 -1.348740 1.981937 0.16 0.10 0.25 -0.492
C -2.686475 -1.951600 2.974933 0.23 0.01 -0.03 -0.890
H -3.986698 -3.120273 4.947407 0.14 -0.01 0.08 0.333
H -2.592241 -4.114696 5.418991 -0.07 0.16 -0.07 0.331
H -2.841779 -2.542531 6.177369 -0.04 -0.06 -0.18 0.322
H -0.253908 -2.701636 5.226460 -0.09 0.10 -0.29 0.350
H 1.149392 -1.636440 3.474085 -0.21 0.06 -0.11 0.472
H 0.696791 1.148658 3.411690 -0.19 0.19 -0.09 0.397
H 0.058446 3.046654 4.927575 -0.06 -0.03 -0.28 0.383
H -1.203124 4.988264 4.023822 0.00 -0.21 -0.19 0.360
H -0.613165 1.079886 -1.432552 -0.09 -0.15 0.09 1.029
H -2.365794 -0.991506 1.060943 0.09 -0.02 0.16 0.476
H -3.765278 -2.050511 2.834245 0.34 0.04 -0.01 0.280
```
Positions in Å, forces in eV/Å.

Results
Orbital gap: 0.19857 hartree
Energy relative to the best compared isomer or geometry (same formula, charge and spin): 0.00 kcal/mol
Electronic energy: -5007.28420 Eh
Charge: -1

***

Entry 3:
A molecular structure, C43H32Br5N2O7PSY, computed with the ωB97M-V functional and the def2-TZVPD basis.

Geometry as XYZ:
```
92
Properties=species:S:1:pos:R:3:forces:R:3:mulliken_charge:R:1
Y 0.518239 0.311688 -1.227559 0.00 -0.29 1.31 0.423
C 0.960504 3.869992 -1.623389 -0.24 0.12 0.07 -1.293
C -0.294216 4.109029 -0.768838 0.05 -0.20 -0.22 0.407
C -1.622045 3.904679 -1.497449 -0.02 0.17 0.10 -1.067
C -0.203577 3.316861 0.532695 -0.08 -0.05 -0.04 -0.711
C -1.021070 3.953663 1.635429 -0.10 -0.14 0.07 -0.486
O -1.536121 2.834735 2.366442 0.08 0.09 0.05 -0.490
C -1.333278 1.726077 1.612463 0.04 0.01 0.05 0.076
N -0.668263 1.881812 0.530968 -0.14 0.16 -0.01 0.901
C -1.911451 0.527024 2.306277 -0.09 0.02 -0.01 0.483
C -2.777414 0.845232 3.369562 0.02 0.00 -0.10 -1.310
C -3.324180 -0.119048 4.187981 -0.03 -0.04 0.05 -0.828
C -3.007570 -1.451675 3.977598 0.00 -0.04 -0.01 -0.919
C -2.176397 -1.782956 2.927149 0.06 0.01 -0.01 -0.455
C -1.626247 -0.826554 2.065307 0.04 0.01 -0.01 0.477
P -0.610563 -1.509353 0.667725 -0.43 -0.74 1.25 1.978
C -1.779160 -2.779706 0.035463 -0.03 0.07 -0.16 0.315
C -1.259464 -3.846361 -0.702566 -0.01 0.09 -0.04 -0.304
C -2.099802 -4.779520 -1.285255 0.02 0.02 -0.02 -0.778
C -3.477019 -4.656282 -1.152256 -0.01 -0.01 0.00 -0.646
C -4.005520 -3.594827 -0.436320 0.02 0.05 -0.02 -0.642
C -3.161612 -2.658688 0.152032 0.03 -0.02 -0.01 -0.571
C 0.578119 -2.550792 1.616010 0.00 -0.05 -0.05 0.654
C 0.352562 -3.873455 2.001860 0.02 -0.03 0.05 -0.249
C 1.313278 -4.564984 2.728168 -0.10 0.00 -0.05 -0.976
C 2.510649 -3.950054 3.071327 0.03 0.01 0.02 -0.754
C 2.746099 -2.638701 2.687811 -0.05 0.01 -0.03 -0.097
C 1.782919 -1.947556 1.961494 0.03 -0.08 0.06 0.420
H 0.837920 4.258114 -2.636776 0.01 -0.05 0.04 0.456
H 1.201233 2.809963 -1.703938 0.04 0.15 -0.13 0.102
H 1.832479 4.337428 -1.161582 -0.03 0.00 -0.02 0.461
H -0.264930 5.156901 -0.447670 0.06 0.06 0.01 0.435
H -1.711755 2.899037 -1.892893 0.01 -0.08 -0.06 -0.235
H -1.698076 4.597519 -2.339589 0.00 -0.06 0.05 0.453
H -2.473666 4.091020 -0.830472 0.10 -0.03 -0.09 0.383
H 0.839922 3.274245 0.826703 0.22 -0.09 0.07 0.541
H -1.857701 4.541338 1.255989 -0.09 -0.02 -0.01 0.323
H -0.425326 4.563245 2.309714 0.01 0.01 0.06 0.322
H -3.015414 1.878967 3.554245 0.00 0.01 -0.01 0.516
H -3.984884 0.172418 4.996942 0.04 -0.01 -0.07 0.388
H -3.410592 -2.228212 4.618063 0.03 0.04 -0.04 0.448
H -1.947782 -2.826459 2.754575 0.00 0.03 0.01 0.319
H -0.188795 -3.928530 -0.844078 -0.01 -0.01 -0.03 0.454
H -1.679312 -5.584955 -1.875025 -0.01 0.03 0.04 0.400
H -4.135276 -5.376443 -1.624066 0.03 0.03 0.02 0.385
H -5.079230 -3.476069 -0.349721 0.04 0.00 0.02 0.432
H -3.594307 -1.831246 0.699613 -0.01 0.02 -0.04 0.275
H -0.567511 -4.375012 1.725670 0.04 0.02 0.02 0.405
H 1.124259 -5.591216 3.024169 0.01 0.05 -0.03 0.404
H 3.260722 -4.495735 3.633647 -0.05 0.04 -0.04 0.407
H 3.678249 -2.150786 2.943779 0.00 0.04 0.00 0.293
H 1.964138 -0.927031 1.655904 0.05 0.07 -0.02 -0.843
Br 0.540958 3.391400 -7.555269 -0.01 -0.02 0.05 -0.208
C 1.058436 2.433040 -6.009703 0.01 -0.11 0.19 0.296
C 2.362902 1.981080 -5.854448 -0.15 0.01 0.07 0.181
Br 3.671556 2.346577 -7.170171 -0.03 -0.02 0.02 -0.204
C 2.709229 1.253205 -4.706544 0.06 -0.03 -0.09 -0.187
Br 4.451971 0.571729 -4.440268 -0.01 0.02 -0.01 -0.154
C 1.788284 0.979565 -3.701398 0.14 -0.14 -0.17 1.228
O 2.081352 0.276040 -2.620872 0.29 0.39 -0.91 -0.881
C 0.464514 1.496105 -3.832005 -0.19 0.22 -0.16 -0.822
O -0.377550 1.317799 -2.817856 0.12 0.70 -1.10 0.676
C 0.120501 2.178364 -4.992913 0.06 0.00 -0.07 -0.201
Br -1.683541 2.738380 -5.121820 0.05 0.02 -0.03 -0.181
O 7.896980 -0.632052 4.079628 0.02 -0.03 0.02 -0.506
C 6.632273 -0.350379 4.483087 0.03 0.06 -0.13 0.553
O 6.375143 -0.419126 5.652642 -0.12 -0.01 0.18 -0.588
C 5.651558 0.038512 3.430792 0.04 -0.07 0.01 0.962
C 5.873659 -0.114583 2.062203 0.00 0.00 -0.12 -0.758
C 4.915126 0.255666 1.133222 0.03 -0.06 0.02 -1.024
C 3.691968 0.806599 1.540063 0.02 0.01 0.04 0.009
S 2.520025 1.362499 0.365810 0.40 0.07 0.51 -0.280
C 3.470876 0.943131 2.921555 0.04 0.01 -0.02 -0.229
C 4.430293 0.564929 3.844106 -0.14 0.03 0.00 -0.868
H 7.981495 -0.471680 3.135527 0.02 0.03 -0.12 0.318
H 6.796597 -0.548310 1.685990 -0.05 -0.01 -0.02 0.175
H 5.094940 0.122388 0.072913 0.01 0.02 0.06 0.557
H 2.526578 1.359473 3.255668 0.06 -0.03 -0.01 0.442
H 4.253401 0.667771 4.907873 -0.03 0.01 -0.04 0.393
Br -6.646941 -0.125842 -4.219547 -0.01 0.01 -0.01 -0.223
C -5.100853 0.002758 -3.129970 -0.05 0.04 0.02 -0.168
C -5.122008 0.831511 -2.020415 0.13 0.03 0.09 -0.618
N -4.065756 0.959093 -1.217770 -0.04 -0.04 -0.11 -0.641
C -2.974550 0.257742 -1.519018 -0.09 0.06 -0.01 1.048
C -2.871464 -0.608856 -2.599358 0.04 -0.01 0.13 0.701
C -3.971443 -0.731469 -3.428472 -0.10 -0.01 -0.08 -0.714
C -1.659962 -1.482891 -2.880875 0.18 -0.07 -0.08 -0.023
O -1.757040 -2.330271 -3.751037 0.05 0.00 0.05 -0.779
O -0.627925 -1.280822 -2.132981 -0.38 -0.37 -0.17 -0.520
H -6.007709 1.408162 -1.771991 0.06 -0.05 -0.02 0.421
H -2.145752 0.416332 -0.834910 -0.05 -0.10 -0.05 0.134
H -3.919855 -1.402337 -4.274795 0.00 -0.01 0.00 0.601
```
Positions in Å, forces in eV/Å.

Results
Orbital gap: 0.24569 hartree
Energy relative to the best compared isomer or geometry (same formula, charge and spin): 34.08 kcal/mol
Electronic energy: -15942.27337 Eh
Charge: -1